# 1
{"formula": "C34H23F5N4O3S2Sr", "method": "ωB97M-V with the def2-TZVPD basis set", "species": ["Sr", "C", "O", "C", "N", "C", "C", "C", "C", "C", "C", "C", "C", "C", "C", "C", "C", "N", "C", "N", "C", "C", "O", "C", "C", "C", "C", "C", "C", "H", "H", "H", "H", "H", "H", "H", "H", "H", "H", "H", "H", "H", "H", "H", "H", "H", "H", "H", "O", "N", "C", "C", "C", "C", "C", "S", "H", "H", "H", "H", "F", "C", "C", "F", "C", "F", "C", "S", "C", "F", "C", "F"], "positions_angstrom": [[-0.18727, -0.26143, -0.62940], [0.95855, -3.59782, -3.58378], [-0.46644, -3.52142, -3.48311], [-0.70004, -2.84517, -2.30488], [0.35539, -2.66507, -1.53584], [1.40536, -3.50193, -2.12801], [2.80396, -3.01082, -1.86140], [3.55526, -3.61840, -0.85953], [4.82510, -3.15922, -0.54159], [5.36173, -2.07751, -1.22618], [4.62071, -1.46602, -2.22661], [3.35328, -1.93241, -2.54436], [-2.01471, -2.43394, -2.00305], [-3.13820, -2.61641, -2.86254], [-4.36860, -2.20508, -2.44822], [-4.51520, -1.56743, -1.18310], [-3.37229, -1.39115, -0.44147], [-2.15926, -1.82983, -0.77685], [-3.33834, -0.61274, 0.81075], [-2.35522, 0.13554, 1.11975], [-2.56133, 0.61000, 2.48941], [-3.97512, 0.07872, 2.83444], [-4.34652, -0.72926, 1.70537], [-1.45007, 0.10219, 3.37884], [-1.17375, -1.26174, 3.43464], [-0.12870, -1.73497, 4.21171], [0.65350, -0.84906, 4.94235], [0.38616, 0.50999, 4.88598], [-0.65992, 0.98325, 4.10413], [1.32527, -2.75670, -4.17975], [1.22890, -4.53532, -4.06719], [1.32518, -4.50888, -1.68811], [3.13253, -4.45579, -0.31540], [5.39096, -3.64084, 0.24665], [6.34808, -1.70903, -0.97247], [5.01656, -0.60613, -2.75281], [2.77800, -1.41243, -3.29678], [-2.98545, -3.07752, -3.82873], [-5.23355, -2.33318, -3.08631], [-5.46268, -1.17723, -0.84258], [-2.54787, 1.70266, 2.49861], [-4.70449, 0.88114, 2.94274], [-3.98597, -0.54898, 3.72542], [-1.76488, -1.95349, 2.84376], [0.08523, -2.79609, 4.23600], [1.47718, -1.21866, 5.53967], [1.00154, 1.20833, 5.43907], [-0.84820, 2.04902, 4.04110], [1.94521, 0.49182, 0.21369], [2.65622, 1.49797, -0.24811], [3.41108, 2.17895, 0.64238], [4.22294, 3.21721, 0.28425], [4.26959, 3.58434, -1.06479], [3.49270, 2.90097, -1.96181], [2.64200, 1.83775, -1.58087], [1.62733, 1.04341, -2.68335], [3.31202, 1.81804, 1.65501], [4.80094, 3.72641, 1.04138], [4.89810, 4.39925, -1.39977], [3.48296, 3.15956, -3.01068], [-2.73045, 6.04011, 1.84965], [-2.60189, 5.03368, 0.96691], [-1.50745, 4.19342, 1.00136], [-0.55860, 4.37885, 1.93706], [-1.39175, 3.16629, 0.08650], [-0.28221, 2.39540, 0.19057], [-2.34171, 2.88276, -0.90622], [-2.24239, 1.57990, -2.01641], [-3.43297, 3.77585, -0.90210], [-4.41333, 3.62152, -1.80141], [-3.56515, 4.81290, -0.00329], [-4.63756, 5.62188, -0.05024]], "forces_ev_per_angstrom": [[0.1, 0.5, -0.1], [0.2, 0.0, 0.0], [-0.1, 0.0, 0.1], [0.0, -0.1, -0.1], [0.0, -0.1, -0.2], [0.0, -0.1, 0.1], [0.0, 0.0, 0.0], [0.0, 0.0, 0.0], [0.0, 0.0, 0.0], [0.0, 0.0, 0.0], [0.0, 0.0, 0.0], [0.0, 0.0, 0.0], [0.0, -0.2, -0.1], [0.1, 0.0, 0.1], [0.0, 0.0, 0.0], [0.0, 0.0, 0.0], [-0.1, -0.1, 0.0], [-0.3, 0.0, 0.0], [0.2, 0.3, 0.2], [0.1, -0.3, 0.1], [-0.1, 0.1, 0.0], [0.1, 0.1, 0.1], [0.0, -0.1, -0.2], [0.0, 0.0, 0.0], [0.0, 0.0, 0.0], [0.0, 0.0, 0.0], [0.0, 0.0, 0.0], [0.0, 0.0, 0.0], [0.0, 0.0, 0.0], [0.0, 0.0, 0.0], [0.0, 0.0, 0.0], [0.0, 0.0, 0.0], [0.0, 0.0, 0.0], [0.0, 0.0, 0.0], [0.0, 0.0, 0.0], [0.0, 0.0, 0.0], [0.0, 0.0, 0.0], [0.0, 0.0, 0.0], [0.0, 0.0, 0.0], [0.0, 0.0, 0.0], [0.0, 0.0, 0.0], [0.0, 0.0, 0.0], [0.0, 0.0, 0.0], [0.0, 0.0, 0.0], [0.0, 0.0, 0.0], [0.0, 0.0, 0.0], [0.0, 0.0, 0.0], [0.0, 0.0, 0.0], [0.0, 0.1, 0.0], [0.2, 0.1, 0.0], [0.0, -0.1, 0.2], [0.0, 0.1, 0.0], [-0.1, -0.1, 0.0], [0.1, 0.0, 0.0], [-0.1, -0.1, 0.1], [0.0, 0.0, -0.1], [0.0, 0.0, 0.0], [0.0, 0.0, 0.0], [0.0, 0.0, 0.0], [0.0, 0.0, 0.0], [0.0, 0.0, 0.0], [0.0, 0.0, 0.0], [0.1, 0.0, 0.1], [0.0, 0.0, 0.0], [-0.1, -0.2, -0.1], [-0.1, 0.0, 0.0], [-0.1, 0.3, 0.3], [0.1, -0.2, -0.2], [0.2, -0.2, 0.0], [0.0, 0.0, 0.0], [0.0, 0.1, 0.1], [0.0, 0.0, 0.0]], "charge": -1, "lumo_ev": [2.48, 2.47], "fmax_ev_per_a": 0.53, "de_lowest_kj_mol": 0.00, "homo_lumo_gap_ev": [5.183, 6.742], "s_squared": 0.77, "e_homo_ev": [-2.71, -4.27], "spin_multiplicity": 2}



# 2
{"formula": "C27H52Cl2N3O4SiYb", "method": "ωB97M-V with the def2-TZVPD basis set", "species": ["C", "C", "H", "H", "H", "C", "C", "H", "H", "H", "H", "Yb", "Cl", "C", "O", "N", "C", "C", "H", "H", "H", "H", "H", "H", "H", "H", "H", "C", "C", "N", "H", "C", "O", "H", "H", "H", "H", "H", "H", "C", "C", "N", "H", "C", "O", "H", "H", "H", "H", "O", "C", "C", "C", "H", "C", "H", "C", "H", "C", "C", "H", "H", "H", "Si", "Cl", "C", "C", "C", "H", "H", "H", "H", "H", "H", "H", "H", "H", "C", "C", "C", "C", "H", "H", "H", "H", "H", "H", "H", "H", "H"], "positions_angstrom": [[-1.37736, -0.50822, -4.86271], [-0.91329, -1.56170, -3.92718], [-0.57805, -0.17982, -5.52293], [-1.70446, 0.35916, -4.27768], [-2.21322, -0.79631, -5.52849], [-0.17821, -2.60260, -4.35587], [0.34818, -2.71697, -5.75116], [-0.03791, -3.48642, -3.73671], [0.62797, -1.75239, -6.17990], [-0.36954, -3.18713, -6.43107], [1.25369, -3.32872, -5.74678], [2.16344, 1.24392, 1.63614], [2.02927, 3.62865, 0.58926], [0.47492, -1.57247, 2.06880], [1.39955, -0.73340, 2.08299], [0.62495, -2.69948, 2.73459], [1.97817, -2.99327, 3.20532], [-0.41103, -3.67600, 3.03770], [-0.45223, -1.37442, 1.49102], [2.55446, -2.06309, 3.15040], [2.45410, -3.75205, 2.55991], [1.93765, -3.36385, 4.23920], [-1.41169, -3.26913, 2.82328], [-0.35218, -3.94507, 4.10439], [-0.28358, -4.59895, 2.45099], [1.20378, 3.83468, 6.01896], [-0.47310, 5.58446, 4.98228], [1.55040, 3.64959, 4.99893], [0.01403, 5.33357, 4.03248], [0.49241, 3.96077, 4.04868], [1.86131, 2.60729, 4.88114], [0.01726, 2.99353, 3.26792], [0.51990, 1.82351, 3.25045], [-0.68892, 5.46911, 3.20064], [-0.85323, 3.26867, 2.62200], [2.40304, 4.32155, 4.85437], [0.85999, 6.02852, 3.93666], [1.51728, 0.03970, -3.19442], [2.51402, -2.67468, -3.24007], [2.58258, 0.11425, -2.90333], [3.34324, -2.23763, -2.65712], [2.90579, -0.99883, -2.00740], [2.77294, 1.07792, -2.40189], [3.05372, -0.84942, -0.68866], [3.13304, 0.26867, -0.11138], [3.67223, -2.95311, -1.88570], [3.15241, -1.77381, -0.12438], [3.20675, -0.00306, -3.80486], [4.17046, -2.02626, -3.35691], [-1.05752, -0.05316, -2.01937], [-1.31441, -1.31380, -2.40623], [0.34497, -2.94904, -1.18465], [-0.98210, -2.60031, -1.43263], [1.13163, -2.30426, -1.58440], [0.67013, -4.16301, -0.55117], [-2.42139, -1.41546, -2.48909], [-1.98533, -3.42886, -0.91417], [1.70975, -4.42453, -0.42194], [-0.32799, -5.03506, -0.13109], [-1.65582, -4.63288, -0.25624], [-3.04206, -3.19199, -1.08925], [-0.06043, -5.97028, 0.37830], [-2.42995, -5.29312, 0.12193], [0.41476, 3.71964, -1.23018], [0.09777, 0.91250, 0.48240], [1.85747, 4.66535, -2.04524], [-0.71941, 4.78361, -0.12231], [-0.67014, 3.50524, -2.77773], [2.75597, 4.02070, -2.19266], [2.12958, 5.51528, -1.37759], [1.57966, 5.07573, -3.03379], [-0.09837, 2.90042, -3.49803], [-0.76825, 4.55144, -3.13436], [-1.65947, 3.07806, -2.53789], [-1.35607, 4.15119, 0.51421], [-1.36596, 5.38521, -0.78459], [-0.14212, 5.46712, 0.52057], [-2.44149, 0.21570, 3.61966], [-2.98253, -0.29011, 2.29511], [-4.52174, -0.12108, 2.26644], [-2.32326, 0.42603, 1.17446], [-2.79180, 1.23414, 3.79238], [-1.35612, 0.23855, 3.62698], [-2.79123, -0.41023, 4.43916], [-2.74629, -1.36451, 2.14745], [-4.79489, 0.93563, 2.40889], [-4.96765, -0.46864, 1.32289], [-4.98070, -0.69363, 3.08555], [-2.11030, -0.10122, 0.23953], [-2.32181, 1.51435, 1.20674]], "forces_ev_per_angstrom": [[-0.4, 1.0, -0.1], [0.7, -1.3, 1.4], [0.1, 0.1, -0.1], [0.1, -0.1, -0.1], [0.3, -0.3, 0.4], [-0.6, 0.4, 0.0], [0.2, -0.3, -0.2], [0.3, 0.3, 0.2], [-0.1, 0.0, 0.0], [0.1, 0.0, -0.1], [0.0, -0.1, -0.1], [0.8, 0.5, 0.9], [0.0, 0.3, -0.1], [0.2, 0.9, -0.1], [-0.2, -1.7, 0.4], [0.4, -0.9, 0.5], [0.0, -0.2, 0.2], [-0.3, -0.2, -0.2], [0.3, -0.1, 0.5], [-0.1, -0.5, 0.2], [-0.2, 0.2, 0.2], [0.1, 0.1, -0.3], [0.5, -0.1, 0.0], [0.0, 0.2, -0.3], [0.0, 0.4, 0.1], [-0.1, -0.2, 0.0], [-0.1, -0.1, -0.2], [0.2, 0.3, 0.1], [-0.1, 0.0, 0.0], [0.2, 0.0, 0.3], [-0.2, 0.4, 0.1], [0.7, -2.1, -0.3], [-1.0, 2.7, 0.6], [0.2, 0.0, 0.3], [0.6, -0.2, 0.4], [0.0, -0.1, -0.2], [-0.2, -0.2, -0.3], [0.3, 0.1, 0.3], [0.3, 0.1, 0.2], [-0.2, 0.0, -0.1], [-0.5, -0.2, 0.0], [0.7, 0.0, 0.3], [-0.1, -0.5, -0.2], [0.4, 1.8, -0.4], [0.2, -1.7, -1.1], [-0.1, 0.2, -0.4], [0.1, -0.2, 0.1], [-0.2, 0.3, 0.4], [-0.2, 0.0, 0.4], [1.1, -0.9, 0.0], [-1.7, -0.3, -0.5], [0.1, -0.6, 0.1], [0.2, 1.3, -1.1], [-0.5, -0.3, 0.3], [-0.2, 0.7, -0.4], [-0.4, -0.4, 0.1], [0.1, -0.4, 0.0], [0.2, -0.1, 0.0], [0.0, 0.3, 0.5], [0.0, 0.3, -0.4], [0.4, 0.0, 0.1], [-0.2, 0.3, -0.3], [-0.1, 0.1, -0.1], [-0.2, 2.2, 0.1], [-0.8, 1.7, -2.6], [0.4, 0.2, -0.1], [0.3, -0.1, 0.0], [0.1, -1.3, 0.7], [-0.6, 0.5, 0.2], [0.0, -0.6, -0.5], [0.0, -0.3, 0.4], [-0.6, 0.1, 0.0], [0.2, -0.5, 0.3], [0.5, 0.0, -0.4], [0.1, 0.1, -0.2], [0.1, -0.3, 0.2], [-0.2, -0.3, -0.2], [0.0, -0.3, 0.3], [-0.2, -0.1, -0.5], [-0.1, -0.2, 0.0], [-1.1, -0.3, -0.3], [0.0, 0.1, 0.0], [0.2, 0.0, 0.0], [-0.1, 0.0, 0.2], [-0.2, 0.3, 0.3], [0.1, -0.2, -0.1], [0.2, 0.1, 0.2], [0.0, 0.1, -0.1], [-0.3, 0.6, 0.1], [-0.1, -0.2, -0.2]], "lumo_ev": [-0.35, -0.37], "fmax_ev_per_a": 3.24, "homo_lumo_gap_ev": [5.122, 5.122], "s_squared": 0.75, "e_homo_ev": [-5.47, -5.49], "spin_multiplicity": 2}



# 3
{"formula": "C44H48N7NaO9PSe", "method": "ωB97M-V with the def2-TZVPD basis set", "species": ["Na", "N", "P", "C", "C", "C", "C", "C", "C", "C", "C", "C", "C", "C", "C", "C", "C", "C", "C", "C", "N", "H", "H", "H", "H", "H", "H", "H", "H", "H", "H", "H", "H", "H", "H", "H", "O", "C", "O", "C", "C", "C", "C", "C", "C", "O", "N", "O", "O", "N", "O", "O", "H", "H", "O", "C", "O", "C", "N", "C", "C", "C", "H", "H", "H", "H", "H", "H", "H", "H", "H", "C", "C", "C", "C", "N", "C", "Se", "N", "C", "C", "C", "C", "C", "C", "C", "C", "C", "C", "H", "H", "H", "H", "H", "H", "H", "H", "H", "H", "H", "H", "H", "H", "H", "H", "H", "H", "H", "H", "H", "H"], "positions_angstrom": [[-0.34170, -0.42393, 0.25170], [-0.96467, 3.51101, -0.63601], [0.41360, 2.48234, -0.44348], [1.59821, 3.90521, -0.37598], [1.88027, 4.40262, 0.89776], [2.69920, 5.50843, 1.06510], [3.24089, 6.14232, -0.04704], [2.95235, 5.66712, -1.31756], [2.14157, 4.55027, -1.48232], [0.67789, 1.91437, -2.17529], [-0.24570, 2.13183, -3.19471], [-0.01474, 1.63848, -4.47174], [1.14466, 0.92904, -4.74740], [2.05958, 0.68464, -3.73204], [1.81689, 1.15873, -2.45279], [-2.22038, 2.93027, -0.48415], [-3.39484, 3.55987, -0.89942], [-4.58631, 2.88224, -0.71470], [-4.57838, 1.62985, -0.12030], [-3.36117, 1.08740, 0.26770], [-2.20383, 1.72757, 0.08430], [-0.90618, 4.34950, -1.19244], [1.44958, 3.89836, 1.75348], [2.91869, 5.87260, 2.06136], [3.88805, 7.00175, 0.07794], [3.35988, 6.17016, -2.18654], [1.93860, 4.17347, -2.47886], [-1.16114, 2.67435, -2.99422], [-0.75363, 1.79221, -5.24842], [1.32964, 0.56072, -5.74872], [2.95532, 0.11089, -3.93669], [2.50405, 0.92303, -1.64709], [-3.35980, 4.53840, -1.36205], [-5.51762, 3.32759, -1.04392], [-5.48923, 1.06505, 0.02033], [-3.29384, 0.09840, 0.71269], [-2.65021, -1.87103, 1.03274], [-1.92597, -2.13477, 0.05095], [-1.69170, -1.38542, -0.93393], [-1.15547, -3.44515, 0.11443], [-1.73791, -4.65131, -0.08650], [-0.98613, -5.84289, 0.05251], [0.33058, -5.78689, 0.44446], [0.93180, -4.56430, 0.69197], [0.24553, -3.30274, 0.48000], [0.78159, -2.17641, 0.56044], [2.28048, -4.60555, 1.17935], [2.97367, -5.59053, 0.92326], [2.68914, -3.68060, 1.86378], [-1.60876, -7.11523, -0.15029], [-2.75566, -7.14018, -0.58208], [-0.97864, -8.13500, 0.11221], [-2.78546, -4.71994, -0.34582], [0.89647, -6.69527, 0.58364], [1.53570, 1.82322, 3.12916], [0.60140, 0.88005, 3.12280], [0.13998, 0.39045, 2.12985], [0.15593, 0.42501, 4.50846], [0.83003, 1.21368, 5.56217], [1.74410, 0.29604, 6.26828], [1.09437, -1.07974, 6.15828], [0.55890, -1.05601, 4.72647], [-0.92567, 0.55087, 4.55055], [0.14952, 1.59113, 6.20607], [1.64443, 2.06101, 4.07778], [1.91720, 0.63641, 7.28848], [2.70369, 0.28670, 5.74304], [0.27631, -1.16577, 6.87821], [1.79891, -1.89373, 6.32551], [-0.28096, -1.72619, 4.56276], [1.34579, -1.33045, 4.02023], [5.01874, -3.00405, -1.21136], [6.41912, -2.65226, -0.71430], [6.63077, -2.95780, 0.76822], [5.80372, -2.09887, 1.72948], [5.95335, -0.67075, 1.49762], [4.97826, 0.16258, 1.01246], [3.23603, -0.28099, 0.77434], [5.56868, 1.39033, 0.84029], [4.86420, 2.57746, 0.39167], [4.94028, 2.83212, -1.11780], [6.29820, 2.58221, -1.78291], [6.58193, 1.10242, -2.08560], [6.88031, 1.35097, 1.28025], [7.85369, 2.32828, 1.40234], [9.09087, 1.94663, 1.91016], [9.33476, 0.63549, 2.30930], [8.34763, -0.33925, 2.21877], [7.12394, 0.03591, 1.69001], [4.91054, -2.75645, -2.26928], [4.25202, -2.46025, -0.65862], [4.82746, -4.07165, -1.08947], [6.63432, -1.59529, -0.90051], [7.15723, -3.22325, -1.28488], [7.69210, -2.84958, 1.01143], [6.35309, -3.99794, 0.95833], [6.11535, -2.30746, 2.75710], [4.74588, -2.33579, 1.64856], [5.26007, 3.43198, 0.94598], [3.81955, 2.44618, 0.67782], [4.64254, 3.87137, -1.27840], [4.18902, 2.21622, -1.61662], [7.10010, 2.98038, -1.15832], [6.32050, 3.15030, -2.71509], [7.19991, 0.64011, -1.31475], [7.10929, 0.98686, -3.03366], [5.65358, 0.53068, -2.15248], [7.65580, 3.35603, 1.12974], [9.87578, 2.68639, 1.99837], [10.30600, 0.37051, 2.70608], [8.52112, -1.34837, 2.56609]], "forces_ev_per_angstrom": [[0.5, 1.4, 0.1], [-0.2, -0.3, 0.2], [0.3, 0.7, -0.4], [-0.1, -0.1, 0.0], [0.0, 0.0, 0.0], [0.0, 0.0, 0.0], [0.0, 0.0, 0.0], [-0.1, 0.1, 0.0], [-0.1, 0.0, 0.0], [-0.1, 0.0, -0.1], [0.0, 0.0, 0.0], [0.0, 0.0, 0.0], [0.0, 0.1, 0.0], [0.0, 0.0, 0.0], [0.0, 0.0, 0.1], [0.1, -0.1, 0.2], [0.0, 0.0, 0.0], [0.0, 0.0, 0.0], [0.0, -0.1, 0.0], [-0.1, 0.2, -0.1], [-0.3, -0.1, -0.1], [0.0, 0.0, 0.0], [0.1, 0.0, 0.1], [0.0, 0.0, 0.0], [0.0, 0.0, 0.0], [0.0, 0.0, 0.0], [0.0, 0.0, 0.0], [0.0, 0.0, 0.0], [0.0, 0.0, 0.0], [0.0, 0.0, 0.0], [0.0, 0.0, 0.0], [0.0, 0.0, 0.0], [0.0, 0.0, 0.0], [0.0, 0.0, 0.0], [0.0, 0.0, 0.0], [0.0, 0.0, -0.1], [0.0, 0.0, 0.0], [-0.4, -0.5, -0.2], [-0.7, -0.6, -0.5], [0.0, 0.1, 0.1], [-0.1, -0.1, -0.1], [0.1, 0.3, 0.1], [0.1, -0.2, 0.0], [-0.4, 0.2, -0.1], [0.2, -0.3, -0.1], [0.2, -0.6, 0.2], [0.3, 0.0, 0.1], [0.0, 0.0, -0.1], [0.0, 0.1, 0.0], [-0.1, -0.2, -0.1], [0.0, 0.0, 0.0], [0.0, 0.0, 0.0], [0.0, 0.0, 0.0], [0.0, 0.0, 0.0], [0.1, 0.3, -0.2], [-0.3, -0.3, 0.3], [0.3, 0.4, 0.5], [0.1, 0.0, 0.0], [0.0, 0.0, 0.0], [0.0, -0.1, 0.0], [0.0, 0.1, -0.1], [0.0, 0.0, 0.0], [0.0, 0.0, 0.0], [0.0, 0.0, 0.0], [0.0, -0.1, 0.1], [0.0, 0.0, 0.0], [0.0, 0.0, 0.0], [0.0, 0.0, 0.0], [0.0, 0.0, 0.0], [0.0, 0.0, -0.1], [0.0, -0.1, 0.0], [0.1, 0.0, 0.0], [-0.1, 0.0, 0.0], [0.0, 0.1, -0.1], [0.0, -0.2, 0.0], [0.0, 0.1, -0.1], [0.2, 0.1, 0.1], [0.1, 0.0, 0.0], [-0.1, -0.1, 0.1], [-0.1, 0.1, -0.2], [0.1, 0.0, 0.1], [-0.1, -0.2, 0.0], [0.0, 0.1, 0.0], [0.0, -0.1, 0.1], [0.0, 0.0, 0.0], [0.0, 0.0, 0.0], [0.0, 0.0, 0.0], [0.0, 0.0, 0.0], [0.0, 0.1, 0.0], [0.0, 0.0, 0.0], [0.0, 0.0, 0.0], [0.0, 0.0, 0.0], [0.0, 0.0, 0.0], [0.0, 0.0, 0.0], [0.0, -0.1, 0.0], [0.0, 0.0, 0.1], [-0.1, 0.0, 0.0], [-0.1, 0.0, 0.0], [0.1, -0.1, 0.0], [0.1, 0.0, 0.1], [0.1, -0.2, 0.1], [0.0, 0.0, 0.0], [0.1, 0.1, 0.0], [0.0, 0.0, 0.0], [0.0, 0.0, 0.0], [0.0, 0.0, 0.0], [0.0, 0.0, 0.0], [0.0, 0.0, -0.1], [0.0, 0.0, 0.0], [0.0, 0.0, 0.0], [0.0, 0.0, 0.0]], "charge": -1, "lumo_ev": 1.84, "fmax_ev_per_a": 1.47, "de_lowest_kj_mol": 101.88, "homo_lumo_gap_ev": 6.463, "e_homo_ev": -4.62, "spin_multiplicity": 1}